Record 1
A 2-piece molecular cluster, C3H6OS overall at a distorted geometry. Source: the Open Molecules 2025 dataset; level of theory: the ωB97M-V functional and the def2-TZVPD basis.

Calculated values
Energy above the lowest of the compared OMol25 structures with the same formula, charge and spin (kcal/mol): 152.76
DFT total energy (eV): -16084.3665
Max |F| (hartree/bohr): 0.054
Lowest unoccupied orbital energy (spin up / spin down) (eV): -0.42 / -0.55
E_HOMO (spin up / spin down) (eV): -9.19 / -8.46
Molecular weight (g/mol): 90.15

Each line ends with the Mulliken charge.
Geometry (Å):
C (0.905, 0.693, -0.377)  -0.02
C (-1.145, -0.625, 0.286)  -1.18
C (0.382, -0.626, 0.071)  -0.04
O (1.162, 1.056, -1.645)  -0.28
S (2.497, 1.422, -0.604)  -0.07
H (-0.740, 2.036, 0.851)  0.05
H (-1.569, -1.312, 0.945)  0.37
H (-1.507, -0.582, -0.742)  0.26
H (-1.543, 0.266, 0.731)  0.31
H (0.677, -1.574, -0.477)  0.29
H (0.880, -0.754, 0.960)  0.31



Record 2
One molecule with the formula C3H6OS at a distorted geometry. Source: the Open Molecules 2025 dataset; level of theory: the ωB97M-V functional and the def2-TZVPD basis.

Calculated values
Energy above the lowest of the compared OMol25 structures with the same formula, charge and spin (kcal/mol): 15.78
DFT total energy (eV): -16090.3062
Max |F| (hartree/bohr): 0.031
Lowest unoccupied orbital energy (eV): 0.91
E_HOMO (eV): -9.26
Molecular weight (g/mol): 90.15

Each line ends with the Mulliken charge.
Geometry (Å):
O (2.288, -0.168, -1.184)  -0.46
C (2.022, -0.128, -0.008)  -0.08
C (0.711, 0.405, 0.517)  -0.47
C (-0.441, 0.048, -0.407)  -0.51
S (-2.007, -0.036, 0.510)  -0.24
H (2.684, -0.700, 0.675)  0.33
H (0.517, 0.003, 1.513)  0.37
H (0.862, 1.487, 0.585)  0.25
H (-0.277, -0.892, -0.933)  0.37
H (-0.504, 0.779, -1.213)  0.33
H (-2.755, -0.314, -0.558)  0.12



Record 3
One molecule with the formula C3H6OS at a distorted geometry. Source: the Open Molecules 2025 dataset; level of theory: the ωB97M-V functional and the def2-TZVPD basis.

Calculated values
Energy above the lowest of the compared OMol25 structures with the same formula, charge and spin (kcal/mol): 15.39
DFT total energy (eV): -16090.3233
Max |F| (hartree/bohr): 0.044
Lowest unoccupied orbital energy (eV): 0.40
E_HOMO (eV): -8.63
Molecular weight (g/mol): 90.15

Each line ends with the Mulliken charge.
Geometry (Å):
C (-1.013, 0.442, -0.587)  -0.98
C (0.360, 0.627, 0.079)  -0.52
C (1.033, -0.703, 0.299)  0.30
O (0.338, -1.520, 1.064)  -0.40
S (2.444, -1.265, -0.358)  -0.29
H (-1.562, -0.312, -0.027)  0.39
H (-1.539, 1.404, -0.701)  0.29
H (-0.706, 0.079, -1.577)  0.27
H (0.201, 1.062, 1.105)  0.28
H (0.992, 1.401, -0.374)  0.35
H (-0.546, -1.216, 1.077)  0.31



Record 4
One molecule with the formula C3H6OS2 at a distorted geometry. Source: the Open Molecules 2025 dataset; level of theory: the ωB97M-V functional and the def2-TZVPD basis.

Calculated values
Energy above the lowest of the compared OMol25 structures with the same formula, charge and spin (kcal/mol): 77.75
DFT total energy (eV): -26923.0711
Max |F| (hartree/bohr): 0.150
Lowest unoccupied orbital energy (eV): 0.68
E_HOMO (eV): -8.60
Molecular weight (g/mol): 122.21

Each line ends with the Mulliken charge.
Geometry (Å):
C (-1.083, -0.596, 0.701)  -0.29
O (-0.500, -1.635, 0.006)  -0.34
C (0.513, -1.007, -0.777)  -0.48
S (1.616, -0.082, 0.194)  -0.10
C (0.693, 1.527, 0.019)  -0.63
S (-1.034, 0.854, -0.378)  -0.16
H (-2.244, -0.765, 0.848)  0.29
H (-0.658, -0.352, 1.723)  0.27
H (0.057, -0.646, -1.753)  0.39
H (1.337, -1.707, -1.242)  0.30
H (0.473, 2.014, 1.132)  0.23
H (0.831, 2.394, -0.472)  0.52



Record 5
A 2-piece molecular cluster, C3H6OS2 overall at a distorted geometry. Source: the Open Molecules 2025 dataset; level of theory: the ωB97M-V functional and the def2-TZVPD basis.

Calculated values
Energy above the lowest of the compared OMol25 structures with the same formula, charge and spin (kcal/mol): 128.72
DFT total energy (eV): -26920.8611
Max |F| (hartree/bohr): 0.049
Lowest unoccupied orbital energy (eV): -2.62
E_HOMO (eV): -7.39
Molecular weight (g/mol): 122.21

Each line ends with the Mulliken charge.
Geometry (Å):
C (1.897, 0.062, 0.425)  -0.55
C (0.920, -0.755, -0.250)  -0.37
C (0.445, 0.704, 0.084)  0.09
O (-0.405, 1.041, 0.946)  -0.54
S (-3.773, 0.314, -0.196)  -0.09
S (-2.572, -0.713, 0.938)  -0.02
H (2.129, -0.214, 1.448)  0.26
H (2.803, 0.535, 0.037)  0.22
H (0.893, -0.727, -1.340)  0.23
H (0.517, -1.648, 0.343)  0.24
H (0.747, 1.307, -0.756)  0.36
H (-3.601, 0.092, -1.678)  0.16



Record 6
One molecule with the formula C3H6OS2 at a distorted geometry. Source: the Open Molecules 2025 dataset; level of theory: the ωB97M-V functional and the def2-TZVPD basis.

Calculated values
Energy above the lowest of the compared OMol25 structures with the same formula, charge and spin (kcal/mol): 49.45
DFT total energy (eV): -26924.2987
Max |F| (hartree/bohr): 0.140
Lowest unoccupied orbital energy (eV): 0.18
E_HOMO (eV): -8.67
Molecular weight (g/mol): 122.21

Each line ends with the Mulliken charge.
Geometry (Å):
C (0.646, -2.299, -0.141)  -0.84
S (1.055, -0.494, -0.241)  0.03
C (-0.590, 0.196, -0.068)  0.38
S (-1.951, -0.427, 0.007)  -0.35
C (-0.616, 1.794, -0.003)  -0.60
O (0.726, 2.355, -0.135)  -0.56
H (0.413, -2.448, 0.909)  0.31
H (1.671, -2.729, -0.328)  0.31
H (-0.252, -2.488, -0.736)  0.28
H (-1.107, 2.093, 0.786)  0.40
H (-1.255, 2.227, -0.832)  0.31
H (1.260, 2.219, 0.783)  0.33



Record 7
C3H6OS2 as an isolated structure. Source: the Open Molecules 2025 dataset; level of theory: the ωB97M-V functional and the def2-TZVPD basis.

Calculated values
Energy above the lowest of the compared OMol25 structures with the same formula, charge and spin (kcal/mol): 62.40
Multiplicity: 2
DFT total energy (eV): -26913.2323
Charge: +1
Max |F| (hartree/bohr): 0.017
Lowest unoccupied orbital energy (spin up / spin down) (eV): -9.21 / -8.68
E_HOMO (spin up / spin down) (eV): -14.17 / -13.75
Molecular weight (g/mol): 122.21

Each line ends with the Mulliken charge.
Geometry (Å):
C (0.018, 1.126, -0.092)  -0.81
C (1.506, 1.220, 0.364)  -0.05
O (2.215, 2.055, -0.075)  -0.28
C (-0.341, -0.368, -0.396)  -0.27
S (-2.042, -0.093, -0.573)  0.33
S (-1.104, -3.053, 1.091)  -0.07
H (-0.641, 1.518, 0.700)  0.50
H (-0.134, 1.768, -0.955)  0.40
H (1.820, 0.475, 1.106)  0.37
H (0.059, -0.729, -1.348)  0.42
H (-0.018, -1.060, 0.393)  0.27
H (-1.338, -2.857, -0.215)  0.19



Record 8
One molecule with the formula C3H6OSi at a distorted geometry. Source: the Open Molecules 2025 dataset; level of theory: the ωB97M-V functional and the def2-TZVPD basis.

Calculated values
Energy above the lowest of the compared OMol25 structures with the same formula, charge and spin (kcal/mol): 104.58
DFT total energy (eV): -13127.9632
Max |F| (hartree/bohr): 0.085
Lowest unoccupied orbital energy (spin up / spin down) (eV): -0.19 / -0.67
E_HOMO (spin up / spin down) (eV): -9.31 / -7.18
Molecular weight (g/mol): 86.17

Each line ends with the Mulliken charge.
Geometry (Å):
C (-1.231, 0.102, 0.432)  -0.26
C (-2.066, 0.895, -0.203)  -0.29
C (-0.233, -0.954, -0.226)  -0.39
O (0.997, -0.725, 0.259)  -0.10
Si (2.043, 0.388, -0.067)  0.01
H (-1.159, 0.246, 1.566)  0.27
H (-2.329, 0.736, -1.304)  0.22
H (-0.608, -1.864, 0.130)  0.27
H (-0.268, -0.833, -1.237)  0.40
H (1.763, 0.842, -1.475)  -0.07
H (2.117, 1.067, 1.186)  -0.06



Record 9
C3H6OTb as an isolated structure at a distorted geometry. Source: the Open Molecules 2025 dataset; level of theory: the ωB97M-V functional and the def2-TZVPD basis.

Calculated values
Multiplicity: 8
DFT total energy (eV): -27667.6769
Charge: +2
Max |F| (hartree/bohr): 0.050
Lowest unoccupied orbital energy (spin up / spin down) (eV): -10.79 / -10.84
E_HOMO (spin up / spin down) (eV): -19.12 / -17.98
Molecular weight (g/mol): 217.01

Each line ends with the Mulliken charge.
Geometry (Å):
C (-0.807, 1.795, 0.108)  -1.00
C (0.523, 1.310, 0.579)  -0.11
O (0.589, -0.045, 0.032)  -0.49
C (1.190, -1.007, 0.878)  -0.56
Tb (-1.110, 0.264, -1.508)  2.14
H (0.628, -0.824, 1.882)  0.34
H (0.510, 1.268, 1.685)  0.38
H (1.476, 1.836, 0.384)  0.39
H (1.058, -2.023, 0.484)  0.29
H (2.260, -0.771, 0.956)  0.28
H (-1.077, 2.811, 0.407)  0.35



Record 10
One molecule with the formula C3H6S at a distorted geometry. Source: the Open Molecules 2025 dataset; level of theory: the ωB97M-V functional and the def2-TZVPD basis.

Calculated values
Energy above the lowest of the compared OMol25 structures with the same formula, charge and spin (kcal/mol): 32.26
DFT total energy (eV): -14041.4673
Max |F| (hartree/bohr): 0.104
Lowest unoccupied orbital energy (eV): 0.90
E_HOMO (eV): -9.04
Molecular weight (g/mol): 74.15

Each line ends with the Mulliken charge.
Geometry (Å):
C (1.699, -0.733, 0.074)  -0.59
C (1.315, 0.427, -0.278)  -0.08
C (-0.006, 0.838, 0.264)  -0.53
S (-1.386, -0.283, -0.013)  -0.19
H (0.972, -1.561, 0.368)  0.18
H (2.702, -1.111, 0.168)  0.27
H (1.893, 1.243, -0.830)  0.26
H (-0.060, 1.929, -0.022)  0.32
H (0.029, 0.914, 1.507)  0.24
H (-1.405, -0.082, -1.337)  0.13



Record 11
One molecule with the formula C3H6S2 at a distorted geometry. Source: the Open Molecules 2025 dataset; level of theory: the ωB97M-V functional and the def2-TZVPD basis.

Calculated values
Energy above the lowest of the compared OMol25 structures with the same formula, charge and spin (kcal/mol): 48.85
DFT total energy (eV): -24876.5900
Max |F| (hartree/bohr): 0.066
Lowest unoccupied orbital energy (eV): 0.55
E_HOMO (eV): -8.96
Molecular weight (g/mol): 106.21

Each line ends with the Mulliken charge.
Geometry (Å):
C (1.086, -1.261, -0.542)  -0.68
C (0.473, -0.320, 0.114)  0.31
C (0.686, 0.993, 0.805)  -0.71
S (-1.636, -0.953, 0.305)  -0.16
S (-2.753, 0.702, -0.336)  -0.24
H (0.404, -1.989, -0.815)  0.28
H (2.165, -1.357, -0.683)  0.27
H (-0.278, 1.521, 0.658)  0.25
H (0.901, 0.704, 1.961)  0.22
H (1.599, 1.453, 0.254)  0.27
H (-2.647, 0.507, -1.720)  0.18



Record 12
C3H6S2 as an isolated structure at a distorted geometry. Source: the Open Molecules 2025 dataset; level of theory: the ωB97M-V functional and the def2-TZVPD basis.

Calculated values
Energy above the lowest of the compared OMol25 structures with the same formula, charge and spin (kcal/mol): 78.42
DFT total energy (eV): -24875.3075
Max |F| (hartree/bohr): 0.103
Lowest unoccupied orbital energy (eV): -0.78
E_HOMO (eV): -8.90
Molecular weight (g/mol): 106.22

Each line ends with the Mulliken charge.
Geometry (Å):
C (0.082, 1.786, -0.224)  -1.04
C (0.587, 0.530, 0.505)  0.28
C (-0.654, -0.387, 0.823)  -0.75
H (-0.276, 1.310, -1.207)  0.27
H (0.803, 2.497, -0.438)  0.39
H (-0.787, 2.370, 0.313)  0.26
H (0.755, 0.933, 1.599)  0.25
H (0.502, -1.505, -0.817)  0.19
H (-0.658, -1.220, 1.430)  0.45
S (1.905, -0.580, -0.204)  -0.20
S (-1.932, -0.417, -0.265)  -0.11